This record from the Open Molecules 2025 dataset describes a molecular structure, C34H46BIN9OS4W in a non-equilibrium geometry. The level of theory is ωB97M-V with the def2-TZVPD basis set.

CARTESIAN COORDINATES (ANGSTROEM)
W 2.129 -2.433 -0.284
C -4.862 1.493 4.534
C -4.040 0.269 4.179
C -3.565 -0.387 5.538
C -4.939 -0.556 3.259
N -2.698 0.679 3.529
C -1.621 1.200 4.243
C -0.744 1.708 3.355
N -1.251 1.604 2.043
B -0.572 2.523 0.964
N -1.438 2.704 -0.325
C -2.665 3.340 -0.267
C -3.147 3.497 -1.548
N -2.181 3.049 -2.395
C -1.169 2.498 -1.693
S 0.144 1.720 -2.372
C -2.106 3.300 -3.894
C -3.531 3.697 -4.433
C -1.823 1.942 -4.582
C -0.960 4.375 -4.193
N 0.981 2.078 0.689
C 1.884 3.087 0.433
C 3.133 2.696 0.688
N 3.036 1.359 1.219
C 1.737 1.018 1.043
S 1.092 -0.638 1.026
C 4.219 0.651 1.798
C 5.220 1.630 2.478
C 3.750 -0.375 2.839
C 5.143 -0.006 0.762
C -2.475 0.914 2.159
S -3.289 0.467 0.797
H -5.865 1.167 4.885
H -5.093 2.158 3.651
H -4.380 1.991 5.349
H -4.429 -0.777 6.123
H -3.090 0.393 6.203
H -2.821 -1.155 5.374
H -5.785 -0.969 3.897
H -4.394 -1.343 2.723
H -5.385 0.022 2.408
H -1.482 1.075 5.342
H 0.172 2.246 3.616
H -0.544 3.681 1.352
H -3.107 3.686 0.634
H -4.085 3.918 -1.933
H -4.206 2.826 -4.306
H -3.504 3.913 -5.516
H -3.914 4.621 -3.925
H -2.382 1.131 -4.068
H -0.715 1.678 -4.640
H -2.298 1.918 -5.602
H -1.217 5.385 -3.847
H -0.916 4.342 -5.316
H -0.019 4.007 -3.690
H 1.548 4.085 0.192
H 4.139 3.082 0.472
H 4.635 2.231 3.203
H 5.730 2.251 1.749
H 5.937 0.999 3.026
H 3.135 0.114 3.685
H 4.645 -0.850 3.343
H 3.156 -1.232 2.426
H 5.798 0.677 0.179
H 4.630 -0.571 -0.047
H 5.820 -0.692 1.285
I -1.579 -2.147 -2.369
C 0.092 -2.852 -3.415
C -0.108 -3.873 -4.332
C 0.995 -4.347 -5.068
C 2.160 -3.678 -5.128
C 2.350 -2.587 -4.236
C 3.410 -1.630 -4.429
C 3.542 -0.555 -3.591
C 2.764 -0.534 -2.416
C 1.904 -1.562 -2.095
C 1.381 -2.351 -3.149
H -1.129 -4.301 -4.358
H 0.914 -5.322 -5.499
H 2.955 -4.021 -5.828
H 4.049 -1.693 -5.355
H 4.209 0.231 -3.784
H 2.837 0.316 -1.769
O 4.928 -5.422 0.995
S 5.030 -4.265 0.061
N 3.787 -3.282 -0.153
C -1.579 -5.107 0.711
N -0.446 -4.386 1.330
C -0.346 -4.530 2.781
C 0.519 -3.902 0.638
N 0.823 -3.826 -0.602
H -1.823 -4.632 -0.241
H -2.416 -5.021 1.450
H -1.402 -6.185 0.513
H -0.128 -5.573 3.074
H -1.238 -4.233 3.296
H 0.439 -3.840 3.152

## Properties
Multiplicity   3
Total charge   +1
Lowest unoccupied orbital energy (spin up / spin down)   -3.74 / -5.13 eV

---

This record from the Open Molecules 2025 dataset describes 2 unconnected molecules or ions with the total composition C34H46N2OP in a non-equilibrium geometry. The level of theory is ωB97M-V with the def2-TZVPD basis set.

CARTESIAN COORDINATES (ANGSTROEM)
C 1.198 -0.071 -4.642
O 0.939 -0.456 -3.225
C -0.279 -1.008 -2.696
C -1.493 -0.896 -3.644
C -2.124 -1.937 -4.341
C -3.219 -1.690 -5.291
C -3.657 -0.398 -5.580
C -2.956 0.635 -4.959
C -1.902 0.431 -4.031
H 1.190 1.052 -4.609
H 2.217 -0.478 -4.864
H 0.506 -0.500 -5.345
H -0.335 -2.093 -2.427
H -1.820 -2.983 -4.143
H -3.664 -2.564 -5.813
H -4.460 -0.231 -6.297
H -3.176 1.688 -5.231
H -1.326 1.286 -3.580
C -4.158 0.869 -0.663
C -3.435 -0.487 -0.647
C -4.258 -1.521 -1.464
C -3.247 -0.956 0.818
C -4.349 -1.558 1.454
C -4.214 -2.073 2.712
C -3.014 -1.873 3.399
C -1.943 -1.181 2.811
C -0.699 -0.967 3.712
C -0.265 -2.256 4.389
C -0.948 0.119 4.738
C -2.055 -0.685 1.512
N -0.992 0.080 0.890
P 0.368 -0.645 0.149
H -0.366 -0.427 -1.692
N 1.274 0.797 0.382
C 2.722 0.849 0.529
C 3.552 1.267 -0.524
C 2.963 1.631 -1.900
C 3.897 1.132 -3.028
C 2.790 3.154 -1.996
C 4.930 1.468 -0.374
C 5.550 1.154 0.821
C 4.736 0.750 1.885
C 3.357 0.588 1.751
C 2.622 0.143 3.052
C 2.544 1.280 4.060
C 3.313 -1.065 3.677
C 0.542 1.740 1.096
C -0.693 1.343 1.394
H -3.654 1.601 0.003
H -4.181 1.263 -1.691
H -5.215 0.767 -0.325
H -2.418 -0.377 -1.087
H -3.619 -2.391 -1.708
H -5.163 -1.893 -0.917
H -4.638 -1.076 -2.402
H -5.344 -1.628 0.964
H -5.002 -2.647 3.197
H -2.889 -2.213 4.413
H 0.102 -0.637 3.047
H -0.091 -3.059 3.656
H 0.682 -2.120 4.936
H -1.007 -2.619 5.127
H -1.211 1.079 4.277
H -1.782 -0.138 5.422
H -0.066 0.318 5.364
H 1.984 1.119 -1.984
H 3.867 0.035 -3.072
H 3.598 1.537 -4.013
H 4.964 1.463 -2.873
H 2.237 3.545 -1.126
H 3.769 3.670 -2.050
H 2.238 3.408 -2.907
H 5.575 1.877 -1.179
H 6.612 1.211 0.965
H 5.171 0.558 2.867
H 1.607 -0.138 2.756
H 2.039 2.168 3.654
H 1.983 0.995 4.963
H 3.550 1.609 4.390
H 3.432 -1.883 2.951
H 4.313 -0.814 4.081
H 2.727 -1.465 4.520
H 1.036 2.591 1.504
H -1.372 1.826 2.053

## Properties
Multiplicity   1
Total charge   +1
Lowest unoccupied orbital energy   -4.09 eV

---

This record from the Open Molecules 2025 dataset describes a molecular structure, C34H46N7O4PScSi. The level of theory is ωB97M-V with the def2-TZVPD basis set.

CARTESIAN COORDINATES (ANGSTROEM)
Sc -0.141 -0.019 -0.263
C -1.126 -3.961 3.426
C -1.874 -4.104 2.127
C -2.771 -5.155 1.992
C -3.538 -5.309 0.849
C -3.457 -4.353 -0.146
C -2.580 -3.275 -0.048
C -2.672 -2.231 -1.128
C -1.727 -3.194 1.060
N -0.745 -2.163 1.176
C 0.455 -2.507 1.483
O 0.997 -3.712 1.452
C 1.394 -1.444 1.936
C 2.503 -1.623 2.740
C 3.161 -0.478 3.191
C 2.699 0.785 2.846
C 1.604 0.864 2.001
N 1.006 -0.232 1.560
C 0.909 2.145 1.581
O 1.261 3.200 2.076
N -0.082 1.908 0.684
C -0.913 3.038 0.398
C -0.493 4.044 -0.472
C 0.845 4.007 -1.160
C -1.345 5.122 -0.703
C -2.586 5.196 -0.097
C -2.985 4.193 0.773
C -2.155 3.113 1.041
C -2.568 2.075 2.050
H -1.704 -4.409 4.232
H -0.956 -2.914 3.679
H -0.157 -4.460 3.395
H -2.878 -5.855 2.811
H -4.228 -6.136 0.760
H -4.109 -4.415 -1.009
H -2.319 -2.602 -2.091
H -2.099 -1.335 -0.913
H -3.712 -1.930 -1.257
H 2.820 -2.616 3.021
H 4.024 -0.579 3.835
H 3.151 1.696 3.210
H 1.490 3.234 -0.751
H 1.352 4.965 -1.046
H 0.725 3.822 -2.231
H -1.021 5.913 -1.370
H -3.235 6.040 -0.289
H -3.948 4.256 1.266
H -3.630 2.161 2.278
H -2.010 2.202 2.981
H -2.377 1.054 1.708
C 3.765 0.436 -0.925
C 2.779 0.858 -1.972
C 3.195 1.412 -3.176
C 2.229 1.742 -4.127
C 0.892 1.494 -3.888
C 0.514 0.976 -2.628
N 1.483 0.670 -1.716
N -0.732 0.701 -2.192
Si -2.266 1.207 -2.854
C -2.734 0.066 -4.271
C -3.515 1.021 -1.460
C -2.288 2.959 -3.486
H 4.365 -0.398 -1.294
H 3.254 0.108 -0.023
H 4.439 1.256 -0.676
H 4.245 1.592 -3.355
H 2.532 2.186 -5.068
H 0.133 1.736 -4.617
H -2.570 -0.985 -4.022
H -2.176 0.292 -5.183
H -3.794 0.184 -4.507
H -3.068 0.637 -0.537
H -4.330 0.347 -1.728
H -3.948 1.988 -1.202
H -1.538 3.159 -4.251
H -2.150 3.672 -2.672
H -3.267 3.148 -3.934
N 0.145 -5.016 -0.766
C 0.346 -4.427 -2.099
P 1.150 -2.786 -2.140
O 2.649 -2.869 -2.160
O 0.474 -1.869 -1.154
C 0.766 -2.182 -3.866
N 2.075 -1.654 -4.366
H 0.602 -4.248 0.704
H 0.691 -5.864 -0.674
H -0.829 -5.268 -0.636
H -0.615 -4.310 -2.609
H 0.967 -5.066 -2.732
H 0.028 -1.383 -3.850
H 0.428 -2.983 -4.520
H 2.306 -1.969 -5.305
H 2.771 -2.030 -3.658
H 2.093 -0.626 -4.344

## Properties
Multiplicity   1
Total charge   +1
Lowest unoccupied orbital energy   -2.82 eV

---

Energy above the lowest of the compared OMol25 structures with the same formula, charge and spin? In order: 82.7 17.3 7.0 kcal per mole.
Electronic energy? In order: -3873.29000 -1848.99446 -3399.20683 Eh.